Run w
14
Properties=species:S:1:pos:R:3 method="wB97M-V/def2-TZVPD" e_homo_ev=-7.56 charge=0 multiplicity=1 orbital_gap_ev=8.657
C 2.358 0.025 0.213
N 1.152 0.403 -0.499
C -0.189 0.374 -0.170
N -1.081 0.827 -1.105
N -2.220 0.147 -0.794
C -2.068 -0.596 0.318
C -0.837 -0.345 0.880
H 2.246 -0.895 0.802
H 3.156 -0.172 -0.520
H 2.722 0.818 0.879
H 1.272 0.875 -1.376
H -3.153 0.455 -1.045
H -2.752 -1.409 0.484
H -0.607 -0.508 1.934

=====

Run x
14
Properties=species:S:1:pos:R:3 method="wB97M-V/def2-TZVPD" e_homo_ev=-8.38 charge=0 multiplicity=1 orbital_gap_ev=9.355
C -0.465 1.259 -0.275
C 1.278 0.314 0.466
C 1.566 -0.671 -0.554
C 0.308 -0.755 0.218
H -2.646 -0.011 -0.558
H -2.265 -0.081 1.012
H -1.325 1.862 -0.605
H 1.752 0.150 1.394
H 2.303 -1.400 -0.390
H 1.319 -0.170 -1.486
H 0.265 -1.592 0.819
N -2.010 -0.477 0.096
N -0.747 -0.073 -0.268
N 0.668 1.645 0.130

=====

Run y
14
Properties=species:S:1:pos:R:3 method="wB97M-V/def2-TZVPD" e_homo_ev=-9.35 charge=0 multiplicity=1 orbital_gap_ev=10.203
C 2.254 -0.274 0.288
N 1.493 0.149 -0.893
C 0.219 0.532 -0.593
N -0.638 1.443 -0.729
N -2.856 -0.357 -0.799
C -2.121 -0.427 0.233
C -0.879 0.394 0.332
H 1.618 -0.954 0.855
H 3.170 -0.802 0.002
H 2.532 0.557 0.957
H 1.964 0.853 -1.454
H -3.733 -0.871 -0.687
H -2.373 -0.983 1.148
H -0.650 0.739 1.340

=====

Run z
14
Properties=species:S:1:pos:R:3 method="wB97M-V/def2-TZVPD" e_homo_ev=-8.25 charge=0 multiplicity=1 orbital_gap_ev=9.157
C -1.093 0.070 1.739
C -0.592 0.301 0.356
N 1.731 0.168 0.746
C 0.118 -0.450 -2.713
N 0.663 0.538 -0.032
N -1.360 0.215 -0.755
C -0.409 0.039 -1.619
H 1.560 -0.502 1.487
H 2.402 0.914 0.867
H -2.150 0.334 1.781
H -0.538 0.667 2.465
H -1.005 -0.985 2.018
H -0.468 -1.087 -3.365
H 1.141 -0.222 -2.976

=====

List of relative energies, unit eV: run w 0.000; run x 1.667; run y 0.895; run z 1.985

=====

Run w
14
Properties=species:S:1:pos:R:3 method="wB97M-V/def2-TZVPD" e_homo_ev=-7.79 charge=0 multiplicity=1 orbital_gap_ev=8.521
C 0.200 0.362 -2.254
C -0.426 0.615 -0.924
C -0.237 -0.185 0.133
C -0.342 0.265 1.556
N 0.128 -0.895 2.257
N 0.738 -1.725 1.407
N 0.603 -1.349 0.209
H 0.966 1.107 -2.517
H 0.677 -0.620 -2.242
H -0.556 0.381 -3.042
H 0.469 0.913 1.073
H -1.025 1.521 -0.774
H -1.175 0.793 2.027
H 0.175 -1.089 3.245

=====

Run x
14
Properties=species:S:1:pos:R:3 method="wB97M-V/def2-TZVPD" e_homo_ev=-6.49 charge=0 multiplicity=1 orbital_gap_ev=7.306
C 1.127 -1.541 0.621
C -0.103 -1.546 0.054
C 0.727 1.732 0.273
C -1.524 0.477 -0.712
N 1.590 -0.306 0.787
N -0.364 -0.299 -0.290
N 0.626 0.454 0.290
H 2.125 -2.768 1.130
H -0.730 -2.464 0.006
H -0.056 2.403 0.074
H 1.718 2.029 0.348
H -1.079 1.045 -1.633
H -2.187 -0.324 -1.017
H -1.870 1.107 0.069

=====

List of relative energies, unit eV: run w 0.000; run x 3.210

=====

Run w
14
Properties=species:S:1:pos:R:3 method="wB97M-V/def2-TZVPD" e_homo_ev=-9.63 charge=0 multiplicity=1 orbital_gap_ev=10.413
C -1.974 0.273 -0.347
C -0.974 -0.381 0.601
N 0.312 0.300 0.597
C 1.394 -0.206 -0.060
N 1.430 -1.375 -0.575
C 2.531 0.723 -0.096
N 3.439 1.438 -0.156
H -1.591 0.274 -1.373
H -2.175 1.311 -0.054
H -2.927 -0.266 -0.335
H -0.777 -1.416 0.311
H -1.363 -0.388 1.627
H 0.332 1.278 0.840
H 2.341 -1.567 -0.981

=====

Run x
14
Properties=species:S:1:pos:R:3 method="wB97M-V/def2-TZVPD" e_homo_ev=-8.01 charge=0 multiplicity=1 orbital_gap_ev=8.729
C -1.852 0.310 -0.489
C -0.686 0.219 0.401
C -0.274 -1.097 0.677
C 1.653 0.870 0.086
H -1.940 1.457 -0.918
H -2.504 -0.527 -0.622
H -0.952 -2.120 0.734
H 0.017 -1.250 1.698
H 0.565 -1.466 -1.383
H 2.356 1.779 -0.153
H 0.325 2.232 -0.003
N 0.950 -1.362 -0.251
N 2.023 -0.335 -0.253
N 0.319 1.290 0.475

=====

List of relative energies, unit eV: run w 0.000; run x 4.592

=====

Run w
52
Properties=species:S:1:pos:R:3 method="wB97M-V/def2-TZVPD" e_homo_ev=-8.04 charge=0 multiplicity=1 orbital_gap_ev=8.857
C -2.386 -3.391 -0.751
C -2.743 -1.922 -0.931
H -3.289 -1.758 -1.861
H -3.338 -1.568 -0.083
O -1.573 -1.113 -1.041
C -0.980 -0.749 0.101
O -1.389 -1.062 1.189
C 0.273 0.076 -0.168
C 0.965 0.432 1.153
C 1.586 -0.799 1.831
N 2.449 -1.599 0.991
C 1.793 -1.957 -0.245
C 1.233 -0.766 -1.030
H 0.708 -1.127 -1.915
H 2.054 -0.130 -1.362
H 2.498 -2.512 -0.869
H 0.967 -2.630 0.017
C 3.841 -1.205 0.910
C 4.168 0.119 0.283
C 4.278 1.371 0.816
C 4.602 2.238 -0.257
C 4.671 1.449 -1.362
O 4.414 0.168 -1.046
H 4.887 1.667 -2.389
H 4.762 3.295 -0.208
H 4.150 1.643 1.844
H 4.228 -1.199 1.934
H 4.363 -1.985 0.348
H 2.153 -0.484 2.710
H 0.772 -1.450 2.167
H 0.237 0.855 1.845
H 1.736 1.177 0.952
C -0.098 1.338 -0.973
H -0.581 1.018 -1.898
H 0.832 1.848 -1.238
C -1.005 2.346 -0.256
C -2.386 1.816 0.012
C -3.256 1.569 -1.045
C -4.528 1.079 -0.815
C -4.952 0.832 0.480
C -4.099 1.085 1.540
C -2.827 1.577 1.306
H -2.169 1.769 2.140
H -4.422 0.896 2.553
H -5.945 0.447 0.661
H -5.191 0.891 -1.647
H -2.931 1.764 -2.058
H -0.541 2.661 0.679
H -1.086 3.227 -0.899
H -3.293 -3.989 -0.744
H -1.745 -3.726 -1.564
H -1.864 -3.532 0.192

=====

Run x
52
Properties=species:S:1:pos:R:3 method="wB97M-V/def2-TZVPD" e_homo_ev=-8.64 charge=0 multiplicity=1 orbital_gap_ev=9.232
C 7.701 0.389 0.345
H 7.781 0.600 1.409
C 6.821 -0.831 0.110
C 5.385 -0.586 0.570
N 4.797 0.497 -0.197
H 4.727 0.228 -1.174
C 3.510 0.958 0.254
C 2.349 -0.039 0.041
O 2.317 -0.341 -1.338
H 1.649 -1.017 -1.500
C 1.032 0.576 0.543
O -0.038 -0.348 0.542
C -0.868 -0.471 -0.531
C -0.694 0.193 -1.741
C -1.561 -0.021 -2.798
C -2.596 -0.931 -2.686
C -2.768 -1.606 -1.494
C -1.944 -1.368 -0.398
C -2.282 -2.113 0.845
O -2.659 -3.263 0.793
C -2.247 -1.358 2.156
H -1.270 -0.902 2.294
H -2.429 -2.079 2.956
C -3.340 -0.272 2.198
C -3.041 0.877 1.279
C -3.752 1.062 0.101
C -3.435 2.096 -0.762
C -2.405 2.967 -0.453
C -1.704 2.806 0.731
C -2.022 1.770 1.589
H -1.474 1.650 2.513
H -0.909 3.493 0.987
H -2.154 3.772 -1.127
H -3.993 2.221 -1.678
H -4.558 0.386 -0.147
H -4.301 -0.721 1.936
H -3.406 0.095 3.225
H -3.564 -2.326 -1.378
H -3.258 -1.114 -3.518
H -1.407 0.519 -3.720
H 0.127 0.877 -1.880
H 1.162 0.855 1.593
H 0.784 1.475 -0.028
H 2.534 -0.957 0.620
H 3.275 1.868 -0.306
H 3.578 1.204 1.316
H 5.386 -0.281 1.621
H 4.818 -1.530 0.492
H 7.223 -1.691 0.649
H 6.814 -1.076 -0.954
H 7.263 1.254 -0.144
H 8.700 0.224 -0.051

=====

List of relative energies, unit eV: run w 0.000; run x 0.317

=====

Run w
24
Properties=species:S:1:pos:R:3 method="wB97M-V/def2-TZVPD" e_homo_ev=-9.58 charge=0 multiplicity=1 orbital_gap_ev=10.119
N -0.247 1.240 2.225
C -0.854 2.208 1.320
C -1.495 1.660 -0.042
C -0.583 0.423 -0.440
N -0.746 -0.239 -1.840
H -0.892 1.043 3.007
H 0.575 1.655 2.729
H -1.511 2.826 1.824
H -0.180 2.942 1.089
H -1.309 2.423 -0.735
H -2.582 1.446 -0.001
H 0.454 0.776 -0.330
H -0.824 -0.286 0.268
H -0.018 0.239 -2.426
H -1.600 -0.102 -2.334
H 2.179 -2.073 1.354
H 1.379 -0.759 1.751
O 1.373 -1.697 1.611
H 1.570 -1.991 -2.109
H 3.063 -2.011 -1.870
O 2.461 -1.867 -2.625
H -0.301 -2.130 -1.366
H 0.042 -2.792 -0.023
O 0.045 -2.933 -1.037

=====

Run x
24
Properties=species:S:1:pos:R:3 method="wB97M-V/def2-TZVPD" e_homo_ev=-9.40 charge=0 multiplicity=1 orbital_gap_ev=9.984
C -1.432 -0.537 -0.445
C -0.956 0.078 0.858
C -0.522 1.524 0.680
N -0.492 2.169 2.012
N -1.813 -1.953 -0.338
H -2.208 0.101 -0.860
H -0.611 -0.464 -1.160
H -1.763 0.053 1.603
H -0.073 -0.424 1.260
H -1.310 2.096 0.174
H 0.369 1.647 0.058
H -0.145 1.488 2.692
H 0.233 2.891 2.006
H -2.527 -2.150 -1.034
H -2.255 -2.126 0.558
H 0.442 -2.698 0.560
H 0.704 -2.690 -0.887
O 1.166 -2.526 -0.053
H 2.347 1.396 -1.646
H 1.650 1.282 -2.992
O 2.091 1.922 -2.422
H 1.633 -0.558 -0.328
H 3.069 -0.554 0.041
O 2.405 0.033 -0.339

=====

List of relative energies, unit eV: run w 1.121; run x 0.000

=====

Run w
10
Properties=species:S:1:pos:R:3 method="wB97M-V/def2-TZVPD" e_homo_ev=-8.62 charge=0 multiplicity=1 orbital_gap_ev=7.666
C 0.583 0.903 0.276
C -0.674 -1.345 -0.243
O -1.301 -2.470 -0.224
S 0.358 -0.739 0.880
Cl -2.493 0.824 0.212
H 1.032 1.516 1.150
H -0.513 1.257 0.028
H 1.185 1.008 -0.611
H -0.865 -0.625 -1.117
H -1.353 -2.697 0.651

=====

Run x
10
Properties=species:S:1:pos:R:3 method="wB97M-V/def2-TZVPD" e_homo_ev=-9.71 charge=0 multiplicity=1 orbital_gap_ev=10.340
C -0.631 -0.140 -0.452
C 0.703 0.105 0.194
O 0.442 -0.209 1.591
S 1.438 1.724 -0.315
Cl 1.868 -1.220 -0.287
H -0.579 -0.507 -1.463
H -1.047 -0.965 0.137
H -1.283 0.704 -0.304
H 1.246 -0.533 1.941
H 2.622 1.632 0.395

=====

List of relative energies, unit eV: run w 1.641; run x 0.000

=====

Run w
16
Properties=species:S:1:pos:R:3 method="wB97M-V/def2-TZVPD" e_homo_ev=-9.35 charge=0 multiplicity=1 orbital_gap_ev=10.096
C 1.038 -0.659 0.730
C -1.467 0.986 -1.266
C 0.253 0.578 0.877
N 0.438 -1.795 1.404
C 0.930 -0.868 -0.857
O -0.809 0.080 -0.402
N 0.400 1.716 1.248
O 1.497 -0.112 -1.624
H 2.079 -0.499 1.004
H 0.396 -1.663 2.406
H -0.508 -1.940 1.068
H -0.134 2.509 0.914
H 0.837 -1.954 -1.057
H -2.101 0.411 -1.950
H -2.121 1.644 -0.674
H -0.728 1.566 -1.821

=====

Run x
16
Properties=species:S:1:pos:R:3 method="wB97M-V/def2-TZVPD" e_homo_ev=-8.74 charge=0 multiplicity=1 orbital_gap_ev=8.886
C 1.963 -0.985 -0.058
C 1.015 1.316 0.020
C -0.502 -0.629 0.112
C -1.544 0.268 -0.007
H 2.452 -0.903 0.941
H 2.743 -0.706 -0.899
H 1.808 -2.136 -0.189
H 0.712 1.783 1.031
H 2.107 1.464 -0.197
H 0.484 1.804 -0.899
H -0.752 -1.716 0.178
H -1.285 1.266 -0.066
N 0.744 -0.146 0.065
N -2.924 -0.121 -0.022
O -3.800 0.775 0.006
O -3.222 -1.334 -0.016

=====

Run y
16
Properties=species:S:1:pos:R:3 method="wB97M-V/def2-TZVPD" e_homo_ev=-9.23 charge=0 multiplicity=1 orbital_gap_ev=9.994
C 0.588 -0.050 -2.167
C 0.349 -0.350 -0.658
C -1.458 -1.160 0.434
C 1.082 0.677 0.326
H 1.602 -0.344 -2.177
H 0.242 0.874 -2.669
H 0.230 -0.740 -2.961
H 0.837 -1.286 -0.343
H -1.061 -1.981 1.015
H -3.357 -0.983 1.715
H -2.984 0.385 0.481
H 3.036 1.414 1.126
N -0.987 -0.190 -0.272
N -2.858 -0.897 0.770
O 2.683 0.857 0.361
O 0.443 1.091 1.229

=====

Run z
16
Properties=species:S:1:pos:R:3 method="wB97M-V/def2-TZVPD" e_homo_ev=-8.83 charge=0 multiplicity=1 orbital_gap_ev=9.529
C 0.594 1.908 0.793
C -0.558 -1.159 0.545
C -0.117 -0.553 -0.722
N -0.999 0.369 -1.342
C 0.712 0.424 0.636
O -1.085 -2.387 0.669
O 0.505 -1.384 -1.659
N -0.090 -0.397 1.480
H -1.157 -2.595 1.611
H 0.970 -2.098 -1.206
H -0.489 0.986 -1.963
H -1.681 -0.131 -1.907
H 1.734 0.064 0.533
H 1.544 2.348 1.092
H 0.269 2.429 -0.106
H -0.152 2.178 1.544

=====

List of relative energies, unit eV: run w 1.290; run x 2.631; run y 1.870; run z 0.000

=====

Run w
16
Properties=species:S:1:pos:R:3 method="wB97M-V/def2-TZVPD" e_homo_ev=-8.89 charge=0 multiplicity=1 orbital_gap_ev=9.879
C 1.797 0.953 1.659
C 0.463 -0.131 0.095
C -0.497 -1.924 -1.139
C -2.229 1.322 -0.871
H 2.795 1.287 1.799
H 1.559 0.516 2.587
H 1.278 1.843 1.390
H -0.009 -2.723 -1.747
H -1.136 -2.333 -0.384
H -1.101 -1.182 -1.773
H -1.682 2.080 -1.334
H -3.168 1.069 -1.269
N -0.414 0.678 0.405
N -1.656 0.494 -0.098
O 1.727 0.000 0.618
O 0.617 -1.260 -0.604

=====

Run x
16
Properties=species:S:1:pos:R:3 method="wB97M-V/def2-TZVPD" e_homo_ev=-9.19 charge=0 multiplicity=1 orbital_gap_ev=9.952
N -0.966 -0.901 -1.109
C -0.271 -0.314 0.021
C 1.069 0.337 -0.378
C 1.854 -0.763 -1.094
O 2.623 -1.453 -0.476
C -1.122 0.827 0.709
N -0.920 0.837 2.056
O -1.836 1.530 0.046
H -1.928 -1.185 -1.036
H -0.796 -0.356 -1.944
H -0.130 -1.150 0.703
H 0.934 1.177 -1.056
H 1.531 0.723 0.524
H 1.622 -0.989 -2.145
H -1.487 1.375 2.690
H -0.178 0.303 2.491

=====

List of relative energies, unit eV: run w 2.962; run x 0.000

=====

Run w
22
Properties=species:S:1:pos:R:3 method="wB97M-V/def2-TZVPD" e_homo_ev=-13.63 charge=+1 multiplicity=1 orbital_gap_ev=8.159
C 1.967 -0.234 -0.056
C 0.860 0.684 0.248
C 2.987 -0.330 0.768
C -0.040 1.092 -0.734
C -0.677 2.403 -0.594
C -1.055 -1.065 1.551
C -1.571 -1.625 -1.292
P -1.702 -0.301 -0.001
H 1.798 -0.820 -0.986
H 0.913 1.182 1.194
H 3.093 0.133 1.695
H 3.818 -0.936 0.530
H 0.073 0.746 -1.757
H -0.326 3.131 -1.206
H -0.577 2.837 0.464
H -1.667 2.272 -0.912
H -1.949 -1.632 1.856
H -0.863 -0.175 2.155
H -0.213 -1.778 1.661
H -0.694 -2.388 -1.367
H -1.703 -1.175 -2.253
H -2.471 -2.020 -0.965

=====

Run x
22
Properties=species:S:1:pos:R:3 method="wB97M-V/def2-TZVPD" e_homo_ev="-10.83 / -10.83" charge=+1 multiplicity=1 orbital_gap_ev="4.421 / 3.786"
C -6.912 0.477 -0.259
C -6.330 1.685 -0.185
C 6.370 -1.097 -0.060
C 2.552 -0.711 -0.314
C -5.785 2.327 -1.396
C 6.910 0.137 -0.664
C 2.040 0.352 0.536
P 4.678 -1.484 0.127
H -6.979 0.118 -1.327
H -7.425 0.012 0.516
H -6.278 2.166 0.754
H 7.098 -1.763 0.456
H 1.966 -1.528 -0.763
H -5.298 3.283 -1.329
H -6.654 2.778 -1.908
H -5.261 1.713 -2.064
H 5.951 0.702 -0.896
H 7.523 -0.094 -1.419
H 7.511 0.657 0.109
H 2.240 1.296 0.153
H 2.422 0.343 1.567
H 0.841 0.214 0.667

=====

List of relative energies, unit eV: run w 0.000; run x 5.042

=====

Run w
16
Properties=species:S:1:pos:R:3 method="wB97M-V/def2-TZVPD" e_homo_ev=-9.96 charge=0 multiplicity=1 orbital_gap_ev=9.663
C -0.650 0.811 0.460
C 2.321 -0.723 -0.105
C -1.380 1.495 -0.682
C -0.652 -0.842 0.215
O 0.668 1.105 0.500
O 1.328 -0.374 0.829
O -1.366 -1.404 1.210
O -0.503 -1.355 -0.861
H -1.761 -2.228 0.882
H -1.125 0.960 1.439
H 2.975 0.132 -0.296
H 1.873 -1.047 -1.048
H 2.918 -1.525 0.334
H -0.869 1.302 -1.624
H -1.377 2.571 -0.515
H -2.401 1.122 -0.739

=====

Run x
16
Properties=species:S:1:pos:R:3 method="wB97M-V/def2-TZVPD" e_homo_ev=-9.27 charge=0 multiplicity=1 orbital_gap_ev=9.931
C -0.691 -0.114 0.818
C 0.260 0.854 0.148
C 1.170 -0.207 -0.422
C -0.063 -1.139 -0.043
H -2.119 0.993 0.195
H -0.519 0.033 2.004
H 0.844 1.529 0.940
H -0.255 1.355 -1.674
H 1.401 -0.017 -1.454
H 2.151 -0.377 1.066
H 0.593 -2.041 0.311
H -1.846 -1.267 -0.649
O -2.058 0.083 0.512
O -0.220 1.812 -0.786
O 2.330 -0.266 0.170
O -0.978 -1.232 -1.135

=====

List of relative energies, unit eV: run w 0.444; run x 0.000

=====

Run w
16
Properties=species:S:1:pos:R:3 method="wB97M-V/def2-TZVPD" e_homo_ev=-9.99 charge=0 multiplicity=1 orbital_gap_ev=10.654
O 0.066 0.150 -1.741
C 1.038 0.523 -1.151
O 1.367 1.828 -1.022
C 2.065 -0.340 -0.498
C 1.513 -1.735 -0.043
C 0.088 -1.619 0.442
O -0.201 -0.798 1.271
H 0.836 2.377 -1.626
H 2.868 -0.498 -1.217
H 2.577 0.126 0.339
H 2.146 -1.976 0.807
H 1.774 -2.527 -0.745
H -0.659 -2.317 0.030
H -4.563 2.590 1.363
H -5.526 2.127 2.375
O -5.389 2.090 1.418

=====

Run x
16
Properties=species:S:1:pos:R:3 method="wB97M-V/def2-TZVPD" e_homo_ev=-9.92 charge=0 multiplicity=1 orbital_gap_ev=10.566
C 0.134 -0.379 -1.309
C -0.335 -0.427 1.494
C 0.671 0.605 1.899
C -1.210 0.307 -0.874
O -1.438 0.354 0.389
O 1.169 0.559 -1.243
O -0.004 -0.929 -2.558
O -1.991 0.567 -1.770
H 1.750 0.405 -2.000
H -0.783 -0.492 -2.959
H 0.321 -1.156 -0.518
H 0.090 -1.401 1.253
H -1.147 -0.581 2.199
H 1.364 0.802 1.081
H 1.234 0.230 2.759
H 0.175 1.537 2.156

=====

List of relative energies, unit eV: run w 0.000; run x 1.148